The following is a DFT calculation (wB97M-V/def2-TZVPD) of a cluster of 2 separate species, C3H8N2O2 in total.

SMILES: NC(=O)O.C=CN
E_LUMO, eV: 0.84
Maximum force, eV/Å: 0.436
Frontier orbital gap, eV: 10.08

```
15
Properties=species:S:1:pos:R:3:forces:R:3
C 0.6402 -1.2432 -1.2784 0.0 -0.1 -0.1
C 0.8503 -0.2374 -2.1137 -0.2 0.2 0.0
N -0.5391 -1.4445 -0.5265 -0.2 -0.2 -0.3
H 1.3999 -1.9893 -1.0845 0.1 0.1 0.1
H 1.8087 -0.0622 -2.5789 0.0 -0.2 0.0
H 0.0545 0.4660 -2.3348 0.1 0.1 0.1
H -0.2357 -0.7993 1.1730 -0.4 0.0 0.0
H -1.3342 -0.9151 -0.8740 0.2 0.1 0.1
H -0.8120 -2.4185 -0.4931 0.1 0.0 0.1
N 0.1514 1.9863 1.6269 -0.2 0.2 0.0
C -0.7534 0.9721 1.6619 0.3 -0.1 0.2
O -1.9309 1.1236 1.4555 -0.2 -0.1 -0.3
O -0.1809 -0.2237 1.9716 0.4 0.2 0.0
H -0.2128 2.9044 1.4456 0.1 0.0 0.1
H 1.0938 1.8808 1.9496 0.0 -0.2 0.0
```
Positions in Å, forces in eV/Å.

The following is a DFT calculation (wB97M-V/def2-TZVPD) of a cluster of 2 separate species, C3H8N2O2 in total at a distorted geometry.

SMILES: CN(C)N.O=C=O
E_LUMO, eV: 0.66
Maximum force, eV/Å: 3.291
Frontier orbital gap, eV: 9.02

```
15
Properties=species:S:1:pos:R:3:forces:R:3
C -2.6962 0.0897 -0.7607 0.9 -2.5 -2.0
C 0.5549 -1.2147 0.5405 -0.7 -2.4 -1.9
C 0.6195 1.1386 0.9624 1.1 2.9 -1.0
N 0.6457 0.4639 -1.2789 1.1 -2.3 -1.2
N 0.2920 0.1194 0.0518 -0.9 -1.1 0.4
O -2.4935 -0.6770 -1.6403 -0.4 1.6 1.4
O -2.8935 0.7653 0.1419 -0.3 0.9 0.7
H 1.4740 -1.6973 0.0676 -0.7 0.6 0.4
H 0.6851 -1.3594 1.6474 -0.6 0.6 -1.1
H -0.3629 -1.8102 0.1177 1.8 0.3 1.2
H 1.6664 1.5710 0.6277 -2.0 0.3 0.4
H -0.2994 1.8471 0.9576 2.2 -0.4 0.5
H 0.9248 0.7928 1.9328 -0.8 -0.4 0.6
H 0.2175 -0.2255 -1.9923 0.3 1.3 1.8
H 1.6656 0.1963 -1.3751 -0.8 0.6 0.0
```
Positions in Å, forces in eV/Å.

The following is a DFT calculation (wB97M-V/def2-TZVPD) of a cluster of 2 separate species, C3H8N2O2 in total.

SMILES: C=N[C@H](N)O.C=O
E_LUMO, eV: 0.41
Maximum force, eV/Å: 0.484
Frontier orbital gap, eV: 10.05

```
15
Properties=species:S:1:pos:R:3:forces:R:3
N -1.4914 -1.8530 0.8942 -0.1 0.1 -0.1
C -0.2854 -1.2439 0.4075 0.0 -0.2 -0.1
O 0.2562 -0.5732 1.5003 0.1 0.2 0.0
N -0.5450 -0.2935 -0.6991 0.3 0.1 -0.2
C 0.4034 -0.1381 -1.5201 -0.1 -0.1 0.0
C 0.6778 2.3380 0.0852 0.2 0.0 0.1
O 1.5808 1.7842 0.6693 -0.3 0.3 -0.3
H -1.9337 -1.1710 1.5057 0.0 -0.1 -0.1
H -2.1262 -2.0286 0.1213 0.1 -0.1 0.1
H 0.3895 -2.0334 0.0264 0.0 0.1 0.1
H 0.2964 0.5668 -2.3502 0.0 -0.1 0.1
H 1.3743 -0.6494 -1.4361 -0.2 -0.1 0.0
H -0.3811 2.0736 0.2457 0.2 0.0 0.1
H 0.8857 3.1213 -0.6669 0.0 0.0 0.1
H 0.8987 0.1002 1.2167 -0.1 -0.1 0.1
```
Positions in Å, forces in eV/Å.

The following is a DFT calculation (wB97M-V/def2-TZVPD) of a cluster of 2 separate species, C3H8N2O2 in total at a distorted geometry.

SMILES: C/C=N\C.O=NO
E_LUMO, eV: -0.41
Maximum force, eV/Å: 4.780
Frontier orbital gap, eV: 9.03

```
15
Properties=species:S:1:pos:R:3:forces:R:3
C -0.5566 0.5339 0.6898 2.4 0.8 0.2
C 1.5421 1.0718 -0.3189 -0.1 -0.5 -0.2
C -1.3454 0.6589 -0.5788 -0.2 -0.2 0.1
N 0.7379 0.6287 0.8055 -2.5 0.5 0.4
O 0.5989 -2.0853 0.0207 -1.6 -1.0 1.1
N -0.4403 -2.2843 1.0802 -2.4 -1.2 -2.6
O -1.5038 -2.6266 0.6087 4.3 1.5 1.3
H 1.4018 -1.9665 0.5566 -0.3 0.2 0.0
H -1.1338 0.4240 1.6191 0.4 -0.4 -0.2
H 1.0698 0.9776 -1.2995 -0.1 0.0 0.0
H 2.4691 0.4938 -0.3406 0.0 0.1 0.0
H 1.8084 2.1239 -0.1699 0.0 -0.2 0.1
H -2.3802 0.3632 -0.3886 0.1 0.1 -0.1
H -0.9424 -0.0042 -1.3485 0.0 0.1 0.0
H -1.3254 1.6911 -0.9359 -0.1 -0.1 -0.1
```
Positions in Å, forces in eV/Å.

The following is a DFT calculation (wB97M-V/def2-TZVPD) of an isolated molecule of C3H8N2O2.

E_LUMO, eV: 0.71
Maximum force, eV/Å: 0.338
Frontier orbital gap, eV: 9.46

```
15
Properties=species:S:1:pos:R:3:forces:R:3
N 1.9073 0.5341 -1.0956 0.0 0.0 0.2
C 0.5844 0.4673 -0.8127 0.1 -0.2 -0.2
O -0.1157 1.5759 -0.9994 0.0 -0.1 0.0
N -0.0314 -0.7485 -0.8343 0.2 0.1 0.1
C -1.2107 -0.8025 0.0270 -0.2 0.0 0.0
C -0.7643 -0.2365 1.4032 -0.2 -0.3 0.1
O 0.0766 0.8263 1.1827 0.0 0.0 0.0
H 2.2855 1.4683 -1.0403 -0.1 -0.1 0.0
H 2.5126 -0.1929 -0.7435 -0.1 0.1 -0.1
H 0.6043 -1.5252 -0.6957 0.0 0.1 0.0
H -1.5832 -1.8300 0.0603 0.1 0.2 0.0
H -1.9798 -0.1682 -0.4231 0.1 -0.1 0.1
H -0.2560 -1.0462 1.9663 0.0 0.1 -0.1
H -1.6689 0.0275 1.9773 0.1 0.0 -0.1
H -0.3606 1.6507 0.0278 0.0 0.0 0.0
```
Positions in Å, forces in eV/Å.

The following is a DFT calculation (wB97M-V/def2-TZVPD) of a cluster of 2 separate species, C3H8N2O2 in total at a distorted geometry.

SMILES: C=C(C)[N+](=O)[O-].N
E_LUMO, eV: -0.09
Maximum force, eV/Å: 3.953
Frontier orbital gap, eV: 10.17

```
15
Properties=species:S:1:pos:R:3:forces:R:3
C -0.3915 1.1381 -1.1645 0.4 0.9 -1.0
C -0.2574 -1.3286 -0.5420 -0.8 0.4 1.8
C -0.8094 0.1085 -0.5295 -0.9 -3.8 0.4
N 2.4390 0.4293 1.1424 -0.3 -1.4 0.2
N -2.1184 0.1303 0.1741 1.6 0.5 -0.7
O -2.9373 0.9756 -0.1187 -0.3 -0.5 0.7
O -2.1650 -0.7686 0.9825 -1.8 0.3 0.9
H 0.4722 1.1226 -1.7794 0.7 0.0 -0.2
H -1.0350 1.9598 -1.1922 -0.6 1.5 0.1
H 1.7745 1.0935 1.5295 0.4 -0.1 0.1
H 0.4121 -1.3218 -1.4212 0.2 -0.7 1.0
H 0.0804 -1.5457 0.5598 0.4 0.3 -2.4
H -1.0841 -2.1067 -0.6047 0.9 1.2 -0.6
H 2.2315 -0.5159 1.5352 0.1 1.2 -0.5
H 3.3884 0.6295 1.4286 -0.1 0.4 0.1
```
Positions in Å, forces in eV/Å.

The following is a DFT calculation (wB97M-V/def2-TZVPD) of a cluster of 2 separate species, C3H8N2O2 in total.

SMILES: [H]/N=C(\N)O.CC=O
E_LUMO, eV: 0.96
Maximum force, eV/Å: 0.833
Frontier orbital gap, eV: 10.26

```
15
Properties=species:S:1:pos:R:3:forces:R:3
N -2.4787 0.7364 -1.0102 -0.2 0.0 0.0
C -1.3211 0.2759 -0.4195 -0.1 0.3 0.0
O -1.1968 -1.0366 -0.6165 -0.1 0.1 0.0
N -0.4525 0.9869 0.1961 -0.4 -0.1 -0.1
C 1.9740 0.0055 0.0782 0.7 -0.4 -0.1
C 1.4366 -0.9492 1.0645 -0.3 -0.3 0.1
O 0.7815 -1.9428 0.8020 0.2 0.4 0.3
H -3.1809 0.0227 -1.1367 0.0 0.1 -0.1
H -2.8249 1.6056 -0.6356 0.0 -0.1 -0.1
H -0.6872 1.9748 0.1711 -0.2 -0.1 0.1
H 2.0895 1.0203 0.4620 0.0 -0.3 0.0
H 1.4824 0.0039 -0.8942 0.2 -0.2 0.3
H 1.8152 -0.8046 2.0896 -0.1 0.0 0.1
H 2.9540 -0.4926 0.0219 0.5 0.5 -0.5
H -0.3913 -1.4061 -0.1728 -0.2 0.1 -0.1
```
Positions in Å, forces in eV/Å.

The following is a DFT calculation (wB97M-V/def2-TZVPD) of the ion C3H8N2O2 with charge +1 at a distorted geometry.

E_LUMO (spin up / spin down), eV: -3.03 / -8.87
Maximum force, eV/Å: 2.219
Frontier orbital gap (spin up / spin down), eV: 12.46 / 5.50
<S²>: 0.76
Multiplicity: 2
Charge: +1

```
15
Properties=species:S:1:pos:R:3:forces:R:3
C 0.2219 -0.8784 0.5864 0.2 1.2 0.0
N 0.1889 0.4963 0.9164 0.6 0.6 0.0
C 0.5723 1.4661 -0.0518 0.4 -0.5 -2.1
O 1.5990 1.0368 -0.8121 -0.6 0.0 0.9
O -0.0629 2.4485 -0.2845 -0.1 0.1 1.0
C -1.2540 -1.3255 0.1497 -0.3 -1.1 -1.6
N -1.0538 -2.5997 -0.4584 -0.5 -0.4 1.6
H 0.8546 -0.9261 -0.2847 0.1 -0.4 -0.2
H 0.5874 -1.5831 1.3331 -0.3 0.3 0.4
H -0.2531 1.0022 1.6836 -0.4 -0.9 0.3
H 1.6644 1.6756 -1.5329 0.3 0.2 -0.3
H -1.6720 -0.7050 -0.6591 0.1 0.3 0.8
H -1.8603 -1.3379 1.0542 0.0 0.2 0.2
H -0.7701 -3.2763 0.2493 0.3 -0.1 -0.3
H -1.8735 -3.0021 -0.9020 0.1 0.4 -0.6
```
Positions in Å, forces in eV/Å.

Energy above the lowest of the compared OMol25 structures with the same formula, charge and spin in kJ/mol, matching the order above: 71.8 242.9 264.5 472.4 197.6 486.4 119.6 107.0